(1)
This record from the OMol25 dataset describes a molecular structure, C3H2N2S2. The level of theory is ωB97M-V/def2-TZVPD.

Properties
E_LUMO (alpha / beta) = -3.0999 / -2.6734 eV
Kohn-Sham gap (alpha / beta) = 0.206 / 0.230 hartree
strongest force on any atom = 5.1 eV/A
E_HOMO (alpha / beta) = -8.69 / -8.93 eV
charge = 0
total energy = -1021.26192 Eh

Positions of all 9 atoms, in Å:
H -2.15 -1.00 0.11
H -1.46 1.42 0.32
S 1.89 1.75 -0.10
N -0.14 -1.43 -0.16
C 0.49 0.72 -0.01
C -1.22 -0.67 -0.07
N 0.91 -0.63 -0.15
C -0.88 0.68 0.05
S 2.55 -0.84 0.01

Results of the Mulliken charge analysis, in e, for atoms 1 through 8:
1 H 0.5017
2 H 0.5013
3 S -0.2269
4 N -0.8222
5 C 0.3193
6 C -0.2171
7 N 0.5306
8 C -0.5349



(2)
This record from the OMol25 dataset describes a single C4H7FN2 molecule. The level of theory is ωB97M-V/def2-TZVPD.

Properties
E_LUMO = 0.6544 eV
SMILES string = [H]/N=N/[C@H](F)CC=C
Kohn-Sham gap = 0.369 hartree
strongest force on any atom = 4.1 eV/A
E_HOMO = -9.39 eV
charge = 0
total energy = -365.87968 Eh

Positions of all 14 atoms, in Å:
F -1.86 -1.34 -0.40
C -1.20 -0.99 0.78
N 0.28 -2.49 0.12
H 1.06 -3.11 0.38
H -1.92 -0.95 1.67
H 1.17 0.50 -2.15
C 0.90 0.65 -1.16
C -0.69 0.49 0.55
H 0.19 0.83 1.22
H 1.79 0.77 -0.63
C -0.34 0.72 -0.82
H -1.20 0.86 -1.50
N -0.18 -1.96 1.15
H -1.50 1.19 0.91

Results of the Mulliken charge analysis, in e, for atoms 1 through 8:
1 F -0.2937
2 C 0.4839
3 N -0.4284
4 H 0.2278
5 H 0.2642
6 H 0.2768
7 C -0.8913
8 C -0.8160



(3)
This record from the OMol25 dataset describes a single C3H4FN3O molecule. The level of theory is ωB97M-V/def2-TZVPD.

Properties
E_LUMO = 0.5693 eV
SMILES string = Nc1noc(N)c1F
Kohn-Sham gap = 0.341 hartree
strongest force on any atom = 5.2 eV/A
E_HOMO = -8.70 eV
charge = 0
total energy = -455.96959 Eh

Positions of all 12 atoms, in Å:
H 0.79 -0.16 2.56
O -0.79 1.14 -1.17
C -0.17 0.54 0.97
N 0.07 0.63 2.39
H -0.02 1.44 3.05
N 0.08 -0.68 -2.39
F 1.05 -1.50 0.41
C 0.36 -0.34 0.07
H -1.00 -0.90 -2.94
H 0.61 -1.59 -2.14
N -0.86 1.40 0.37
C -0.12 0.02 -1.18

Results of the Mulliken charge analysis, in e, for atoms 1 through 8:
1 H 0.2512
2 O -0.2307
3 C 0.1393
4 N -0.5012
5 H 0.2412
6 N -0.6155
7 F -0.3202
8 C 0.6414



(4)
This record from the OMol25 dataset describes a molecular structure, C25H29N7OReS2. The level of theory is ωB97M-V/def2-TZVPD.

Properties
E_LUMO (alpha / beta) = -8.6683 / -8.1805 eV
Kohn-Sham gap (alpha / beta) = 0.196 / 0.212 hartree
spin multiplicity = 2
strongest force on any atom = 2.0 eV/A
⟨S²⟩ = 0.7743
E_HOMO (alpha / beta) = -14.01 / -13.96 eV
charge = +2
total energy = -2302.77660 Eh

Positions of all 65 atoms, in Å:
C -2.11 -2.41 -0.85
N 1.80 -0.13 1.89
C 2.26 -3.23 2.14
C -0.59 -3.90 -2.56
H 2.10 1.26 4.93
N -1.06 1.42 -2.59
C -1.08 2.44 3.23
H 4.02 -3.98 2.80
H 3.29 -4.18 -1.33
C -0.65 3.93 1.38
H -0.75 5.63 4.30
C 2.36 1.02 3.91
S 0.61 -2.77 2.65
C -1.03 3.51 4.10
C 3.52 1.51 3.33
H -1.75 -0.52 -5.28
H 3.13 0.05 0.32
N -0.80 -2.45 -0.65
C -1.91 2.60 -2.70
C -0.86 1.51 0.92
C 1.53 0.20 3.16
N 1.59 -2.78 0.08
H -0.52 4.08 0.33
H -3.80 -3.06 -2.00
C -2.04 0.10 -4.44
H -1.31 1.45 3.60
C 1.35 -3.37 -1.07
C 3.81 1.15 2.03
H -2.03 2.82 -3.76
H 0.62 -0.21 3.59
C -0.89 2.63 1.86
Re 0.36 -1.28 0.72
C -2.73 -3.09 -1.89
O -0.83 0.30 1.33
C 2.92 0.34 1.34
C -0.61 5.00 2.26
S 0.82 0.00 -1.34
C -1.95 -3.84 -2.76
C -0.78 0.70 -3.82
C -0.03 -3.20 -1.49
N 2.58 -3.20 0.88
C 2.31 -4.23 -1.80
H -2.71 0.87 -4.80
H 0.05 -4.49 -3.19
H -0.44 5.99 1.87
H -1.18 3.36 5.16
H -3.85 3.34 -2.18
H -2.40 -4.39 -3.58
H 2.38 -3.89 -2.83
H -1.39 3.44 -2.23
H -2.69 -1.82 -0.15
H -0.07 -0.11 -3.61
H 1.99 -5.27 -1.83
H -3.16 2.26 -0.97
C -3.27 2.42 -2.04
H -2.58 -0.53 -3.72
H -3.82 1.60 -2.48
C -0.79 4.79 3.62
N -0.87 1.82 -0.36
H 4.69 1.50 1.52
H -0.31 1.38 -4.53
C -0.53 1.13 -1.42
N 3.11 -3.62 3.07
H 2.81 -3.75 4.03
H 4.19 2.15 3.89

Results of the Mulliken charge analysis, in e, for atoms 1 through 8:
1 C -0.0238
2 N 0.4283
3 C 0.6906
4 C -0.8876
5 H 0.5087
6 N 0.0531
7 C -0.2500
8 H 0.2571



Relative energy (zero: lowest compared OMol25 entry of this formula, charge and spin) for the records above, in order: 309.3 259.4 324.7 31.2 kJ/mol